Here is a structure of composition C36H45BrN3OSeTi from the Open Molecules 2025 dataset. Energies are from ωB97M-V/def2-TZVPD.

Each line ends with the Löwdin charge.
Geometry (Å):
Ti -1.367 0.101 0.094  0.813
C -3.963 1.089 -1.168  -0.027
N -2.517 1.447 -1.194  -0.272
C -2.160 1.667 -2.605  -0.071
C -2.268 2.616 -0.355  -0.198
C -2.013 3.890 -0.827  -0.002
C -1.824 4.930 0.073  -0.056
C -1.890 4.689 1.436  -0.052
C -2.129 3.413 1.919  -0.021
C -2.324 2.358 1.031  -0.252
N -2.463 1.008 1.344  -0.112
C -2.775 0.510 2.602  -0.255
C -3.558 1.126 3.578  -0.008
C -3.753 0.496 4.797  -0.060
C -3.189 -0.744 5.055  -0.061
C -2.470 -1.396 4.063  -0.014
C -2.283 -0.774 2.844  -0.251
N -1.738 -1.447 1.657  -0.278
C -0.556 -2.287 1.964  -0.068
C -2.841 -2.335 1.190  -0.061
H -4.555 1.920 -1.555  0.114
H -4.297 0.870 -0.160  0.092
H -4.117 0.222 -1.808  0.076
H -2.870 2.354 -3.072  0.107
H -2.192 0.717 -3.133  0.076
H -1.160 2.076 -2.678  0.076
H -1.958 4.097 -1.887  0.116
H -1.631 5.928 -0.295  0.113
H -1.741 5.501 2.135  0.116
H -2.139 3.229 2.984  0.111
H -4.017 2.085 3.379  0.117
H -4.354 0.986 5.552  0.114
H -3.330 -1.217 6.017  0.112
H -2.068 -2.384 4.250  0.122
H -0.857 -3.208 2.467  0.099
H 0.129 -1.745 2.609  0.062
H -0.049 -2.552 1.036  0.076
H -3.154 -2.992 2.004  0.109
H -2.513 -2.949 0.360  0.051
H -3.697 -1.726 0.895  0.103
C 6.715 0.170 0.154  -0.058
C 5.712 0.317 1.300  -0.555
C 5.803 -0.924 2.201  -0.039
C 6.086 1.570 2.105  -0.040
C 4.278 0.446 0.795  -0.150
C 3.242 0.653 1.698  -0.068
C 1.956 0.713 1.229  -0.503
Br 0.528 0.987 2.464  1.006
C 1.585 0.579 -0.118  -0.268
O 0.244 0.524 -0.367  -0.307
C 2.636 0.470 -1.054  -0.064
C 3.933 0.372 -0.545  0.033
C 2.505 0.422 -2.585  -0.527
C 2.519 -1.051 -3.024  -0.026
C 1.238 1.101 -3.103  -0.058
C 3.681 1.156 -3.246  -0.048
H 7.723 0.097 0.565  0.091
H 6.685 1.038 -0.506  0.091
H 6.531 -0.732 -0.433  0.090
H 6.829 -1.057 2.550  0.090
H 5.507 -1.820 1.652  0.092
H 5.159 -0.830 3.077  0.081
H 7.105 1.474 2.483  0.090
H 5.425 1.721 2.958  0.078
H 6.038 2.458 1.472  0.094
H 3.422 0.752 2.760  0.111
H 4.725 0.232 -1.263  0.089
H 1.705 -1.603 -2.553  0.049
H 3.462 -1.527 -2.750  0.091
H 2.397 -1.118 -4.108  0.095
H 0.364 0.507 -2.873  0.022
H 1.294 1.199 -4.189  0.097
H 1.142 2.100 -2.669  0.098
H 4.649 0.708 -3.029  0.074
H 3.708 2.203 -2.936  0.101
H 3.546 1.123 -4.328  0.091
Se -1.212 -1.656 -1.641  0.875
C -2.584 -2.935 -2.117  -0.587
C -3.944 -2.685 -1.985  -0.138
C -4.863 -3.632 -2.415  -0.072
C -4.430 -4.824 -2.976  -0.075
C -3.070 -5.072 -3.101  -0.071
C -2.146 -4.132 -2.673  -0.130
H -4.295 -1.761 -1.547  0.073
H -5.922 -3.432 -2.309  0.109
H -5.152 -5.553 -3.317  0.109
H -2.724 -6.002 -3.532  0.111
H -1.085 -4.318 -2.771  0.099

- HOMO energy (eV) = -10.51
- Kohn-Sham gap (eV) = 7.081
- E_LUMO (eV) = -3.43
- charge = +1
- strongest force on any atom (eV Å⁻¹) = 2.11